This record from the OMol25 dataset describes a molecular structure, C35H51CdGeN5O8P2S4. The level of theory is ωB97M-V/def2-TZVPD.

Frontier orbital gap ... 7.64 eV
Energy above the lowest of the compared OMol25 structures with the same formula, charge and spin ... 0.0 kJ/mol
DFT total energy ... -6760.40236 a.u.
Max |F| ... 0.33 eV/Å
E_LUMO ... 0.172 eV

```
107
Properties=species:S:1:pos:R:3:mulliken_charge:R:1
Cd 0.2672 1.2283 0.6777 2.655
C -2.3484 2.0930 -4.7627 -1.095
C -3.5057 1.6857 -3.8720 0.472
C -4.2337 0.4463 -4.3469 -1.085
O -3.0716 1.5764 -2.4909 -0.443
P -2.3561 0.4428 -1.6770 -0.560
O -1.9980 0.9067 -0.3315 -0.763
C -0.9653 -0.1570 -2.6618 -0.590
P 0.1421 -1.2230 -1.7130 -0.222
O 0.2269 -0.8525 -0.2942 0.078
O -0.4316 -2.6875 -1.8299 0.268
C -0.4701 -3.4077 -3.0856 1.025
C -1.9148 -3.7816 -3.3457 -1.249
C 0.4547 -4.5995 -2.9635 -1.720
O 1.5450 -1.2107 -2.4301 -0.526
C 1.9146 -0.7111 -3.7420 1.066
C 2.7681 -1.7753 -4.3995 -1.621
C 2.6432 0.6013 -3.5511 -1.123
O -3.2945 -0.8384 -1.6756 0.161
C -4.0544 -1.1726 -0.4651 0.374
C -3.1796 -2.0316 0.4167 -0.580
C -5.3166 -1.8643 -0.9320 -1.604
H -2.7362 2.4029 -5.7334 0.505
H -1.6624 1.2655 -4.9383 0.117
H -1.7941 2.9176 -4.3179 0.237
H -4.2117 2.5177 -3.8169 0.391
H -3.5815 -0.4283 -4.3663 0.161
H -4.5927 0.6182 -5.3625 0.507
H -5.0868 0.2162 -3.7118 0.198
H -0.4249 0.7173 -3.0234 0.494
H -1.3615 -0.7170 -3.5143 0.636
H -0.1109 -2.7465 -3.8850 0.120
H -2.2667 -4.4638 -2.5716 0.295
H -2.0091 -4.2768 -4.3125 0.427
H -2.5561 -2.9008 -3.3326 0.124
H 0.0773 -5.2848 -2.2050 0.391
H 1.4537 -4.2809 -2.6708 0.350
H 0.5188 -5.1315 -3.9131 0.376
H 1.0007 -0.5556 -4.3240 0.139
H 3.6319 -1.9961 -3.7728 0.311
H 3.1258 -1.4229 -5.3668 0.433
H 2.2099 -2.6975 -4.5539 0.311
H 3.5609 0.4353 -2.9864 0.261
H 2.0373 1.3175 -2.9986 0.075
H 2.8991 1.0332 -4.5195 0.500
H -4.2960 -0.2371 0.0434 0.412
H -2.8906 -2.9398 -0.1146 0.081
H -3.7287 -2.3111 1.3170 0.659
H -2.2801 -1.4935 0.7126 -0.329
H -5.0781 -2.8041 -1.4318 0.301
H -5.8787 -1.2354 -1.6213 0.386
H -5.9517 -2.0858 -0.0742 0.410
S -1.0988 0.5424 2.8284 -0.151
C -0.7721 1.9597 3.7448 0.589
C -1.8566 2.5708 4.4521 -0.498
N -2.7281 3.0546 5.0241 -0.564
C 0.4841 2.4725 3.8547 0.758
S 1.8360 1.7044 3.0611 -0.402
C 0.7670 3.6334 4.6308 -0.497
N 1.0333 4.5727 5.2394 -0.574
C -1.7546 6.0803 -0.4230 -0.828
O -1.1010 5.1229 -1.2619 -0.206
C -0.5733 4.0375 -0.7095 0.426
S -0.6417 3.7669 0.9418 -0.335
S 0.1695 2.9800 -1.8312 -0.681
H -2.0849 6.8664 -1.0967 0.248
H -1.0600 6.4699 0.3207 0.368
H -2.6018 5.6180 0.0830 0.354
C 5.8623 3.1570 0.0196 -1.203
N 4.8162 2.1683 0.0856 0.111
C 4.8808 0.9020 0.7787 -0.632
C 3.4332 0.4254 0.6541 -0.646
O 3.0056 -0.5852 1.1576 -0.422
N 2.7071 1.3531 -0.0532 1.066
C 3.5435 2.3540 -0.3228 -0.398
N 3.1740 3.4541 -0.9716 -0.157
H 6.7696 2.7308 0.4414 0.430
H 5.6120 4.0515 0.5973 0.363
H 6.0765 3.4399 -1.0137 0.337
H 5.1437 1.0132 1.8333 0.398
H 5.5657 0.1954 0.3053 0.372
H 2.1882 3.5466 -1.2246 -0.269
H 3.7841 4.2491 -1.0260 0.230
Ge 1.5323 -0.4965 3.8759 0.468
C 1.0459 -2.1362 2.9345 0.594
C 2.1046 -2.9880 2.6296 -0.743
C 1.8875 -4.2195 2.0342 -0.730
C 0.5971 -4.6271 1.7345 -0.565
C -0.4685 -3.7982 2.0439 -0.820
C -0.2432 -2.5663 2.6372 0.214
C 0.7464 -0.2238 5.6281 0.431
C -0.4914 -0.7476 5.9864 -0.021
C -1.0184 -0.5153 7.2472 -0.693
C -0.3158 0.2562 8.1617 -0.459
C 0.9179 0.7840 7.8162 -0.629
C 1.4459 0.5395 6.5582 -0.289
H 3.0559 -0.6564 4.1025 -0.186
H 3.1198 -2.6758 2.8361 0.253
H 2.7288 -4.8592 1.8002 0.414
H 0.4237 -5.5888 1.2674 0.432
H -1.4819 -4.1069 1.8209 0.409
H -1.0951 -1.9421 2.8662 0.388
H -1.0609 -1.3296 5.2729 0.234
H -1.9853 -0.9249 7.5096 0.393
H -0.7356 0.4526 9.1394 0.384
H 1.4643 1.3956 8.5221 0.373
H 2.4078 0.9669 6.2971 0.358
```

=====

This record from the OMol25 dataset describes 7 unconnected molecules or ions with the total composition C21H56O21S7. The level of theory is ωB97M-V/def2-TZVPD.

Frontier orbital gap ... 10.87 eV
SMILES ... CCOS(C)(=O)=O.CCOS(C)(=O)=O.CCOS(C)(=O)=O.CCOS(C)(=O)=O.CCOS(C)(=O)=O.CCOS(C)(=O)=O.CCOS(C)(=O)=O
Energy above the lowest of the compared OMol25 structures with the same formula, charge and spin ... 195.1 kJ/mol
DFT total energy ... -5200.93691 a.u.
Max |F| ... 3.82 eV/Å
E_LUMO ... 0.233 eV

```
105
Properties=species:S:1:pos:R:3:mulliken_charge:R:1
C 3.7005 3.0074 3.3114 -1.017
C 3.9741 1.5697 3.7400 -0.441
O 2.7707 0.8952 3.3456 -0.055
S 2.8871 -0.6646 3.6048 1.093
C 3.5627 -1.2865 2.2149 0.052
O 3.8286 -0.7957 4.6931 -0.753
O 1.5242 -1.0448 3.7568 -0.642
H 2.7345 3.2829 3.7930 0.155
H 3.6075 3.0634 2.2154 0.187
H 4.4539 3.7629 3.5865 0.455
H 4.7348 1.1298 3.0937 0.362
H 4.1731 1.3407 4.7656 0.424
H 4.3599 -0.5920 1.8621 0.420
H 2.7860 -1.4156 1.4697 -0.363
H 4.0813 -2.2515 2.4283 0.075
C 0.9354 -2.5307 -5.9453 -1.219
C 1.0661 -3.3493 -4.6330 -0.264
O 1.8629 -2.4439 -3.7444 -0.115
S 2.3808 -3.0003 -2.4080 1.203
C 0.9478 -3.3498 -1.5732 0.003
O 2.9269 -4.3192 -2.6093 -0.716
O 3.1787 -1.9336 -1.8197 -0.655
H 1.9862 -2.3732 -6.2379 0.371
H 0.4934 -1.5527 -5.7887 0.220
H 0.4895 -3.0603 -6.8181 0.338
H 0.0848 -3.5859 -4.1379 0.226
H 1.6444 -4.2683 -4.6826 0.536
H 0.2655 -2.5155 -1.5165 -0.166
H 1.3662 -3.5140 -0.5612 -0.203
H 0.4906 -4.2942 -1.8069 0.564
C 0.4183 5.6650 0.6960 -1.480
C 0.6331 4.3089 1.2827 -0.072
O -0.5599 3.4709 1.1511 -0.164
S -1.4256 3.0915 2.4506 1.305
C -0.4906 1.8521 3.1481 -0.354
O -1.4603 4.2028 3.3152 -0.728
O -2.6696 2.5797 1.8885 -0.531
H 1.4194 6.0850 0.7424 0.467
H -0.2275 6.3506 1.2545 0.286
H 0.0846 5.5204 -0.3081 0.303
H 1.4005 3.7734 0.7339 0.170
H 0.8949 4.3184 2.3193 0.466
H -0.9366 1.8028 4.1364 0.580
H 0.5472 2.1241 3.3206 -0.100
H -0.6655 0.9967 2.5336 -0.048
C -5.6936 3.7535 1.7338 -0.998
C -4.9170 4.9353 1.2227 0.295
O -5.0642 4.9173 -0.2192 -0.347
S -3.8695 5.5599 -1.1264 1.240
C -2.7441 4.1953 -1.3782 0.097
O -4.5278 5.7777 -2.3962 -0.674
O -3.1452 6.5970 -0.3581 -0.614
H -5.3004 2.8993 1.1810 0.058
H -6.7239 3.9527 1.4881 0.375
H -5.4949 3.5640 2.7957 0.348
H -5.1818 5.9170 1.5736 0.344
H -3.8561 4.8494 1.4544 -0.138
H -2.0043 4.5010 -2.1451 0.480
H -3.3659 3.4009 -1.7030 -0.282
H -2.2317 3.9218 -0.4461 -0.177
C 4.2473 -4.8618 0.4995 -0.540
C 4.5827 -5.2817 1.9361 -0.655
O 3.6328 -4.8851 2.9287 -0.138
S 2.1951 -5.4807 2.9020 1.079
C 1.8216 -5.0285 4.5476 -0.774
O 1.4324 -4.7660 1.9257 -0.469
O 2.2907 -6.8859 2.8990 -0.656
H 3.8882 -3.8407 0.5028 -0.071
H 3.5245 -5.5662 0.1029 0.342
H 5.1986 -4.9658 -0.1020 0.396
H 4.8757 -6.3433 2.0190 0.332
H 5.3872 -4.6336 2.1973 0.356
H 0.7688 -5.1955 4.8238 0.355
H 2.0734 -4.0067 4.6281 0.177
H 2.4400 -5.6716 5.2244 0.316
C -1.0608 -1.7488 0.9423 -1.596
C 0.0014 -0.8012 0.3971 1.754
O -0.4598 -0.2490 -0.8858 -0.042
S 0.2136 1.0802 -1.4483 0.780
C 1.1854 0.5031 -2.8006 -0.961
O -0.8540 1.9003 -2.0127 -0.549
O 1.1026 1.5159 -0.3477 -0.515
H -1.9096 -1.0572 1.1744 0.380
H -0.5534 -2.3817 1.6906 0.294
H -1.4146 -2.4389 0.2059 0.450
H 0.2237 0.0648 1.0636 -0.379
H 0.9822 -1.3743 0.2519 -0.713
H 2.1207 0.0699 -2.4657 0.277
H 1.3813 1.4349 -3.2731 0.647
H 0.5171 -0.0815 -3.4290 -0.018
C -4.4177 0.9363 -1.6739 -0.747
C -4.0377 -0.5164 -1.9388 -0.351
O -2.9994 -0.3736 -3.0218 -0.124
S -2.7497 -1.5727 -4.0540 0.995
C -3.6086 -0.9324 -5.5318 -1.114
O -1.3226 -1.5555 -4.1529 -0.417
O -3.3222 -2.8569 -3.6504 -0.695
H -4.5588 1.3737 -2.6663 0.302
H -3.6463 1.4571 -1.1538 -0.086
H -5.4248 1.0082 -1.1986 0.423
H -3.7239 -1.1822 -1.0994 0.156
H -4.8354 -1.0664 -2.4362 0.516
H -3.0491 -1.4202 -6.3349 0.420
H -3.6236 0.1392 -5.5404 0.307
H -4.6555 -1.2571 -5.5846 0.373
```

=====

This record from the OMol25 dataset describes 6 unconnected molecules or ions with the total composition C28H68N4O6. The level of theory is ωB97M-V/def2-TZVPD.

Frontier orbital gap ... 7.94 eV
SMILES ... CC1(C)CCCC(C)(C)N1O.CC1(C)CCCC(C)(C)N1O.COC[C@H](C)N.COC[C@H](C)N.CO.CO
Energy above the lowest of the compared OMol25 structures with the same formula, charge and spin ... 394.9 kJ/mol
DFT total energy ... -1777.77780 a.u.
Max |F| ... 4.62 eV/Å
E_LUMO ... 0.388 eV

```
106
Properties=species:S:1:pos:R:3:mulliken_charge:R:1
C 21.8540 18.2596 32.7982 -0.665
C 21.3415 17.7773 34.1320 1.732
C 22.0200 16.3601 34.3294 -1.939
C 22.0134 18.6645 35.2098 -1.516
C 21.2931 19.9415 35.5190 -0.501
C 19.8399 19.6223 35.8448 -1.602
C 19.0194 18.8648 34.8312 2.109
C 17.7705 18.1770 35.4759 -2.047
C 18.6230 19.8032 33.6607 -1.574
N 19.8781 17.7788 34.1715 0.327
O 19.3531 17.0193 33.1956 -0.342
H 21.5125 19.2646 32.5500 0.360
H 22.9173 18.2151 32.5626 0.435
H 21.3614 17.6096 32.0751 -0.738
H 23.0969 16.4233 34.4855 0.381
H 21.7378 15.8231 35.2350 0.498
H 21.8616 15.6172 33.5476 0.362
H 22.1798 17.9744 36.0369 0.501
H 22.9932 18.9833 34.8541 0.336
H 21.6500 20.3611 36.4596 0.399
H 21.2766 20.6050 34.6544 0.231
H 19.2706 20.4670 36.2328 0.474
H 19.7712 19.0372 36.7619 0.532
H 17.4476 18.8715 36.2515 0.404
H 18.0978 17.2460 35.9386 0.452
H 17.0412 17.9310 34.7041 0.387
H 17.9683 20.6104 33.9890 0.142
H 18.0821 19.3003 32.8591 0.592
H 19.5488 20.0558 33.1436 0.019
H 19.2175 16.1821 33.6454 0.328
C 15.4704 22.2989 33.9949 -1.672
C 14.1592 22.3589 32.9889 1.462
C 12.9442 21.9062 33.8524 -2.039
C 14.0343 23.8163 32.6214 -1.140
C 14.9915 24.3435 31.4931 -0.703
C 14.9742 23.4070 30.2252 -1.382
C 15.1384 21.9717 30.5923 2.017
C 14.5930 21.1495 29.4347 -2.008
C 16.5918 21.7287 30.8561 -2.190
N 14.2734 21.5579 31.7651 0.406
O 14.1076 20.1381 31.9811 -0.453
H 15.4098 23.0002 34.8271 0.400
H 15.5949 21.3075 34.4305 0.435
H 16.4396 22.2437 33.4993 0.286
H 12.7795 22.3281 34.8438 0.346
H 12.0561 22.2627 33.3305 0.442
H 13.0652 20.8417 34.0531 0.493
H 13.0003 23.9934 32.3254 0.396
H 14.2260 24.4896 33.4568 0.374
H 14.7108 25.3760 31.2852 0.442
H 16.0441 24.3312 31.7757 0.305
H 15.7473 23.7030 29.5162 0.382
H 13.9796 23.4468 29.7812 0.442
H 15.0876 21.3742 28.4898 0.425
H 13.5050 21.0871 29.4572 0.442
H 14.8828 20.1002 29.4914 0.442
H 17.2754 22.4361 31.3257 0.258
H 17.0552 21.3186 29.9589 0.552
H 16.5959 20.7652 31.3659 0.497
H 13.1488 20.0903 31.9844 0.348
C 24.6700 22.3835 31.3747 -0.408
O 25.9622 22.7645 31.0196 -0.360
C 26.8174 22.9829 32.2098 -0.708
C 28.2341 22.9783 31.8939 0.599
C 28.6914 21.6256 31.5283 -1.480
N 29.1127 23.5905 32.8943 -0.776
H 24.0771 23.2107 31.7647 0.226
H 24.7783 21.6302 32.1550 0.326
H 24.1846 21.9522 30.4992 0.123
H 26.5680 23.9261 32.6959 0.298
H 26.6524 22.2084 32.9588 0.312
H 28.3429 23.5819 30.9928 0.278
H 28.6906 21.0438 32.4500 0.352
H 29.6773 21.5674 31.0671 0.349
H 27.9492 21.2059 30.8493 0.313
H 28.6321 24.4628 33.0620 0.270
H 29.9601 23.9066 32.4448 0.286
C 19.8404 16.2140 29.5591 -0.827
O 18.9083 15.0403 29.3621 -0.346
C 19.5556 13.9158 28.8134 -0.801
C 18.5950 12.6752 28.8474 0.597
C 18.8127 11.8020 30.0721 -1.259
N 18.8632 11.8741 27.6549 -0.800
H 20.4161 16.3670 30.4720 0.121
H 19.1897 17.0885 29.5603 0.282
H 20.4178 16.3554 28.6455 0.423
H 19.8599 14.0986 27.7828 0.239
H 20.4702 13.7993 29.3948 0.376
H 17.6073 13.1334 28.8982 0.309
H 19.3003 10.8271 30.0769 0.385
H 17.8727 11.6585 30.6050 0.264
H 19.4691 12.3973 30.7067 0.283
H 19.8668 11.9396 27.5625 0.274
H 18.6278 12.4397 26.8520 0.294
C 20.6510 20.2917 29.8109 -0.436
O 21.1605 21.0708 30.8490 -0.334
H 20.8241 20.7476 28.8361 0.472
H 21.0992 19.3035 29.7079 0.166
H 19.5749 20.3088 29.9836 -0.033
H 21.4398 21.9465 30.5721 0.322
C 21.3055 24.6619 30.9259 -0.610
O 21.8714 23.6065 30.0731 -0.540
H 21.3861 24.2073 31.9133 0.214
H 21.9929 25.5055 30.8642 0.375
H 20.2821 24.8274 30.5890 0.219
H 22.3404 24.0936 29.3916 0.290
```